ORCA calculation (the ωB97M-V functional and the def2-TZVPD basis) on C15H23F9NO3P2Tl as an isolated structure.

The gap between HOMO and LUMO (alpha / beta) comes out at 4.8 / 6.3 eV. The value obtained for the energy is -71272.774 eV. Its spin multiplicity is 1. The net charge is +2.

Each line ends with the Löwdin charge.
Atoms and positions in Å:
Tl1 0.061 1.478 0.856  0.923
P1 2.144 -0.312 -0.118  0.858
C1 2.254 -0.537 -1.865  -0.214
C2 1.069 -1.023 -2.522  -0.345
N1 -0.132 -0.618 -1.983  0.087
C3 -1.247 -1.264 -2.333  -0.311
C4 -1.260 -2.258 -3.328  0.038
C5 -0.062 -2.571 -3.982  0.002
C6 1.104 -1.921 -3.607  0.027
C7 -2.527 -0.896 -1.586  -0.253
P2 -2.269 0.689 -0.695  0.825
H1 2.076 -2.139 -4.053  0.136
H2 -2.209 -2.734 -3.573  0.137
H3 -0.045 -3.315 -4.783  0.136
H4 -3.371 -0.822 -2.294  0.118
H5 -2.776 -1.674 -0.839  0.120
H6 2.220 1.287 -2.525  0.017
H7 3.219 -0.734 -2.341  0.118
H8 1.091 2.844 -2.237  0.070
O1 2.216 2.221 -2.810  0.023
H9 3.116 2.550 -2.557  0.143
H10 0.092 2.905 -0.845  -0.034
O2 0.196 3.259 -1.810  0.101
H11 0.354 4.234 -1.754  0.182
C8 -2.520 1.822 -2.109  -0.253
H12 -3.519 1.634 -2.523  0.069
H13 -2.473 2.869 -1.779  0.051
H14 -1.772 1.644 -2.893  0.051
C9 -3.850 0.863 0.195  -0.240
H15 -3.855 1.838 0.704  0.062
H16 -4.705 0.799 -0.495  0.071
H17 -3.922 0.078 0.962  0.059
C10 1.657 -1.982 0.447  -0.186
H18 2.407 -2.694 0.073  0.083
H19 1.600 -2.004 1.540  0.043
H20 0.673 -2.235 0.035  0.060
C11 3.867 -0.219 0.479  -0.207
H21 3.829 -0.092 1.572  0.066
H22 4.394 -1.150 0.223  0.077
H23 4.373 0.645 0.026  0.058
F1 0.371 -2.450 3.864  0.158
C12 0.740 -1.238 4.349  -0.476
F2 0.589 -1.261 5.702  0.170
F3 2.075 -1.100 4.081  0.138
C13 -0.073 -0.086 3.644  -0.314
O3 0.033 -0.281 2.297  -0.302
C14 -1.601 -0.144 4.017  -0.472
F4 -1.852 0.196 5.312  0.169
F5 -2.314 0.722 3.226  0.106
F6 -2.118 -1.379 3.797  0.165
C15 0.520 1.298 4.118  -0.488
F7 0.643 1.406 5.461  0.185
F8 1.754 1.505 3.563  0.107
F9 -0.265 2.349 3.694  0.090